Record 1
Entry from the OMol25 dataset: a 5-piece molecular cluster, C4H18NO4S overall in a non-equilibrium geometry (ωB97M-V with the def2-TZVPD basis set).

Last column: Mulliken charge in e.
Cartesian coordinates (Å):
C  1.543  1.305  1.842  -0.97
N  1.093  1.315  0.410  -0.20
C  -0.443  1.276  0.368  0.12
C  -0.787  1.413  -1.101  -0.68
S  -1.667  -0.167  -1.679  -0.61
C  -0.994  2.483  1.169  -1.67
H  2.643  1.229  1.751  0.31
H  1.301  2.154  2.469  0.29
H  1.200  0.302  2.146  0.31
H  1.216  2.258  0.053  0.42
H  -0.906  0.417  0.837  0.37
H  -1.402  2.288  -1.357  0.30
H  0.121  1.539  -1.703  0.08
H  -0.549  3.347  0.616  0.39
H  -0.807  2.569  2.248  0.34
H  -2.083  2.637  1.091  0.40
H  2.211  0.708  -2.331  0.35
H  2.871  0.893  -1.084  0.36
O  3.128  0.837  -2.019  -0.72
H  -1.515  -2.819  -0.174  0.32
H  -2.609  -2.291  0.638  0.33
O  -1.834  -2.877  0.744  -0.69
H  1.183  -2.699  -1.261  0.26
H  0.425  -1.621  -0.411  0.26
O  0.678  -2.559  -0.459  -0.67
H  -0.238  -1.980  1.468  0.30
H  0.800  -2.823  2.125  0.31
O  0.465  -1.929  2.133  -0.62

- total charge = -1
- HOMO energy (Ha) = -0.1178

Record 2
Entry from the OMol25 dataset: a 2-piece molecular cluster, H2N2O4S overall in a non-equilibrium geometry (ωB97M-V with the def2-TZVPD basis set).

Last column: Mulliken charge in e.
Cartesian coordinates (Å):
N  0.606  -0.563  1.114  -0.36
N  -0.956  1.245  -1.747  1.01
O  -1.231  1.058  -2.907  -0.52
O  -1.125  2.244  -1.065  -0.55
O  -0.280  0.225  -1.197  -0.45
O  1.326  -2.406  2.569  -0.32
S  0.503  -2.046  1.471  0.33
H  1.088  -0.062  1.947  0.32
H  0.068  0.306  -0.186  0.55

- 2S+1 = 3
- total charge = 0
- HOMO energy (spin up / spin down) (Ha) = -0.3277 / -0.4093
- ⟨S²⟩ = 2.009

Record 3
Entry from the OMol25 dataset: one molecule with the formula C2H3ClS2 in a non-equilibrium geometry (ωB97M-V with the def2-TZVPD basis set).

Last column: Mulliken charge in e.
Cartesian coordinates (Å):
S  1.843  0.335  3.316  -0.21
C  1.341  0.307  1.854  0.02
S  0.526  -1.286  0.989  -0.03
C  -0.111  -0.433  -0.480  -0.50
Cl  1.086  0.302  -1.541  -0.15
H  1.468  0.912  0.947  0.20
H  -0.612  -1.353  -1.070  0.26
H  -0.813  0.167  -0.030  0.42

- total charge = 0
- HOMO energy (Ha) = -0.3306
- structure (SMILES) = S=CSCCl

Q: What is the total charge in the first record?
A: -1